# C21H30BF4O9

A 7-piece molecular cluster, C21H30BF4O9 overall in a non-equilibrium geometry (ωB97M-V with the def2-TZVPD basis set, OMol25).

The value obtained for the HOMO energy is -0.1934 Eh. The LUMO energy is 0.08787 Ha. The calculation puts the relative energy (zero: lowest compared OMol25 entry of this formula, charge and spin) at 0.0000 eV. As for the orbital gap: 7.65 eV. As for the charge: -1. The value obtained for the max |F| is 9.68 eV/A.

Last column: Mulliken charge in e.
Element x y z (Å)
B  -0.56429  0.42545  0.35728  0.518
F  -0.70237  0.76839  -1.01634  -0.358
F  -1.40297  -0.69212  0.60189  -0.472
F  0.70753  0.18329  0.62909  -0.210
F  -1.02211  1.42917  1.06493  -0.612
C  0.72507  1.09556  -3.81804  -0.090
O  0.13251  2.16314  -4.66116  -0.578
H  1.92420  1.06973  -3.84147  0.248
H  0.48690  0.13212  -4.06209  0.283
H  0.50309  1.43481  -2.86542  -0.143
H  -0.65013  2.54989  -4.39840  0.302
C  -4.23071  0.93628  2.18515  -0.596
O  -3.38294  -0.13147  1.98106  -0.503
H  -3.76461  1.84770  1.96179  0.295
H  -4.54218  0.85100  3.24875  0.233
H  -5.20555  0.67268  1.59949  0.167
H  -2.57677  0.14039  1.38234  0.418
C  1.26471  4.36780  1.89580  -0.574
O  0.59253  3.18990  2.40686  -0.385
H  0.65569  4.54483  1.00714  0.306
H  2.28131  4.04321  1.57343  0.206
H  1.25078  5.29623  2.63735  0.187
H  0.09874  2.80748  1.70204  0.358
C  4.88480  0.83899  3.22449  -0.912
C  5.21570  1.38847  4.41618  -0.788
C  4.08322  1.63844  5.34959  0.537
C  2.79694  1.27794  5.03582  -0.692
C  2.51360  0.66879  3.82253  -0.350
C  3.53399  0.40772  2.94354  0.481
O  3.22693  -0.28078  1.78963  -0.418
O  4.31188  2.09462  6.60844  -0.519
H  5.54443  0.51761  2.55756  0.603
H  6.11927  1.64085  4.49387  0.629
H  2.00858  1.36453  5.73068  0.461
H  1.55134  0.64268  3.54119  0.535
H  2.32786  -0.07573  1.65091  0.315
H  5.08422  2.56290  6.67014  0.274
C  2.38100  -4.97601  -0.97227  -0.505
C  1.36245  -4.22157  -1.52385  -0.826
C  0.69674  -3.22826  -0.75474  0.433
C  1.19144  -2.99153  0.47619  0.359
C  2.27044  -3.67637  0.99825  -0.866
C  2.95958  -4.70812  0.29896  0.267
O  4.08298  -5.18654  0.69332  -0.563
O  -0.29479  -2.58909  -1.36812  -0.582
H  2.92004  -5.76861  -1.48821  0.314
H  0.92488  -4.46742  -2.39307  0.547
H  0.52555  -2.23744  1.14686  0.038
H  2.45106  -3.66407  1.93941  0.722
H  4.40519  -4.67338  1.49118  0.325
H  -0.48144  -1.76611  -1.01802  0.135
C  -4.96313  -1.24307  -3.74586  -0.461
C  -4.29573  -0.45800  -2.74393  -0.300
C  -3.71914  0.77524  -3.12037  0.214
C  -3.80648  1.30638  -4.38347  -0.591
C  -4.58295  0.59948  -5.32895  -0.448
C  -5.11942  -0.71663  -5.03324  0.636
O  -5.84446  -1.40858  -5.89564  -0.537
O  -2.94060  1.40762  -2.11792  -0.526
H  -5.50508  -2.27576  -3.48675  0.216
H  -4.08201  -0.96351  -1.83760  0.550
H  -3.57405  2.39385  -4.41872  0.387
H  -4.78512  1.04508  -6.25367  0.351
H  -5.71985  -1.04845  -6.79388  0.296
H  -2.23829  0.92837  -1.77193  0.256